# C19H16IrN5O5S

A molecular structure, C19H16IrN5O5S (ωB97M-V/def2-TZVPD, the Open Molecules 2025 dataset).

## Properties
LUMO energy (spin up / spin down)	-5.8 / -9.0	eV
multiplicity	5
energy relative to the best compared isomer or geometry (same formula, charge and spin)	0.115	eV
charge	+2

Cartesian coordinates (Å):
1 Ir -0.341 -1.423 -0.366
2 O 0.615 1.716 -2.985
3 C -0.171 1.273 -2.186
4 O 0.088 0.232 -1.439
5 C -1.492 1.993 -1.994
6 C -1.762 3.031 -2.959
7 C -2.888 3.810 -2.929
8 C -3.762 3.532 -1.884
9 O -4.906 4.115 -1.596
10 C -5.444 3.486 -0.426
11 O -4.493 2.474 -0.053
12 C -3.503 2.510 -0.925
13 C -2.358 1.719 -0.964
14 H -1.008 3.172 -3.722
15 H -3.089 4.587 -3.652
16 H -6.391 3.012 -0.679
17 H -5.519 4.220 0.373
18 H -2.170 0.957 -0.222
19 S -3.271 -3.162 -0.490
20 C -1.968 -2.390 -0.422
21 N 2.040 0.381 6.215
22 C 2.496 0.697 4.986
23 O 3.438 1.425 4.775
24 C 1.749 0.116 3.793
25 C 2.340 0.312 2.551
26 C 1.719 -0.175 1.425
27 N 0.542 -0.828 1.485
28 C -0.039 -1.014 2.680
29 C 0.538 -0.561 3.850
30 H 2.557 0.735 7.005
31 H 1.348 -0.324 6.384
32 H 3.279 0.844 2.491
33 H 2.152 -0.047 0.441
34 H -0.978 -1.550 2.680
35 H 0.014 -0.738 4.778
36 N 3.881 -2.359 -3.625
37 C 3.049 -2.875 -2.705
38 C 2.017 -2.098 -2.134
39 N 1.207 -2.638 -1.231
40 C 1.373 -3.920 -0.867
41 C 2.399 -4.649 -1.440
42 N 3.228 -4.148 -2.342
43 H 3.796 -1.416 -3.956
44 H 4.599 -2.949 -4.011
45 H 1.841 -1.066 -2.412
46 H 0.695 -4.336 -0.137
47 H 2.550 -5.684 -1.157

Mulliken atomic charge list, values in e, 2 entries: number 1, Ir, carries 1.770; number 2, O, carries -0.564



# C19H16MnN3O6

A molecular structure, C19H16MnN3O6 (ωB97M-V/def2-TZVPD, the Open Molecules 2025 dataset).

## Properties
LUMO energy (spin up / spin down)	-9.2 / -7.9	eV
multiplicity	5
energy relative to the best compared isomer or geometry (same formula, charge and spin)	1.155	eV
charge	+2

Cartesian coordinates (Å):
1 Mn -1.047 0.567 -0.086
2 O -1.280 5.167 -0.082
3 C -1.543 3.899 -0.098
4 O -0.715 2.998 -0.238
5 C -2.965 3.516 0.041
6 C -4.096 4.322 0.004
7 C -5.334 3.686 0.037
8 C -5.411 2.298 0.069
9 C -4.214 1.586 0.103
10 N -3.048 2.197 0.113
11 C -3.981 0.086 0.014
12 O -4.824 -0.761 0.043
13 O -2.692 -0.125 -0.130
14 H -0.341 5.399 -0.196
15 H -3.995 5.394 -0.059
16 H -6.237 4.277 0.010
17 H -6.355 1.776 0.061
18 O 5.682 -0.474 0.993
19 C 5.347 0.486 0.032
20 C 3.854 0.602 0.001
21 C 3.180 1.815 -0.028
22 C 1.796 1.821 0.000
23 N 1.036 0.720 0.025
24 C 1.695 -0.470 0.044
25 C 3.079 -0.552 0.045
26 C 0.844 -1.661 0.041
27 C 1.343 -2.956 0.024
28 C 0.476 -4.045 -0.026
29 C 1.006 -5.442 -0.099
30 O 2.344 -5.420 -0.491
31 C -0.890 -3.765 -0.038
32 C -1.314 -2.451 -0.020
33 N -0.483 -1.403 0.017
34 H 6.638 -0.526 1.110
35 H 5.685 0.169 -0.971
36 H 5.810 1.457 0.247
37 H 3.720 2.747 -0.038
38 H 1.279 2.767 0.007
39 H 3.587 -1.502 0.093
40 H 2.402 -3.149 0.035
41 H 0.390 -6.034 -0.797
42 H 0.886 -5.911 0.897
43 H 2.687 -6.319 -0.576
44 H -1.625 -4.551 -0.077
45 H -2.374 -2.237 -0.054

Mulliken atomic charge list, values in e, 2 entries: number 1, Mn, carries 1.281; number 2, O, carries -0.385



# C19H16N2O3

C19H16N2O3 in the gas phase (ωB97M-V/def2-TZVPD, the Open Molecules 2025 dataset).

## Properties
LUMO energy	-0.4	eV
energy relative to the best compared isomer or geometry (same formula, charge and spin)	1.396	eV
SMILES	COc1cc(/C=C(\C#N)C(=O)N2CCc3ccccc32)ccc1O

Cartesian coordinates (Å):
1 C 2.580 1.793 5.205
2 H 1.543 2.139 5.265
3 O 2.658 0.391 5.282
4 C 2.030 -0.348 4.308
5 C 1.321 0.157 3.242
6 C 0.719 -0.699 2.303
7 C 0.855 -2.078 2.471
8 C 1.564 -2.590 3.539
9 C 2.157 -1.744 4.464
10 O 2.850 -2.253 5.505
11 H 3.182 -1.517 6.039
12 H 1.671 -3.654 3.676
13 H 0.402 -2.755 1.767
14 C -0.002 -0.085 1.219
15 C -0.652 -0.646 0.173
16 C -0.859 -2.015 -0.041
17 N -1.097 -3.117 -0.270
18 C -1.336 0.300 -0.783
19 O -1.948 1.259 -0.353
20 N -1.191 0.032 -2.103
21 C -1.741 0.803 -3.137
22 C -2.724 1.772 -3.065
23 C -3.113 2.391 -4.245
24 C -2.538 2.054 -5.457
25 C -1.547 1.081 -5.521
26 C -1.156 0.459 -4.356
27 C -0.111 -0.595 -4.141
28 H -0.232 -1.442 -4.815
29 H 0.887 -0.177 -4.301
30 C -0.325 -0.999 -2.674
31 H 0.613 -1.058 -2.117
32 H -0.824 -1.971 -2.613
33 H -1.093 0.816 -6.463
34 H -2.858 2.549 -6.362
35 H -3.882 3.149 -4.211
36 H -3.169 2.040 -2.121
37 H -0.018 1.000 1.233
38 H 1.214 1.223 3.111
39 H 3.038 2.168 4.285
40 H 3.135 2.167 6.064

Mulliken atomic charge list, values in e, 2 entries: number 1, C, carries -0.873; number 2, H, carries 0.348



# C19H16NO6S2

2 unconnected molecules or ions with the total composition C19H16NO6S2 (ωB97M-V/def2-TZVPD, the Open Molecules 2025 dataset).

## Properties
LUMO energy	2.6	eV
charge	-1

Cartesian coordinates (Å):
1 C -3.079 -1.214 2.547
2 C -1.987 -0.538 1.770
3 O -0.783 -0.378 2.539
4 C 0.273 -0.085 1.721
5 C 1.568 0.122 2.389
6 C 2.557 -0.522 1.616
7 N 3.426 -1.062 1.017
8 O 0.112 -0.008 0.490
9 H -3.964 -1.267 1.906
10 H -2.827 -2.239 2.823
11 H -3.337 -0.670 3.457
12 H -1.758 -1.138 0.891
13 H -2.327 0.444 1.426
14 H 1.573 0.058 3.480
15 C 7.906 4.676 4.806
16 C 7.133 4.482 3.663
17 C 6.066 3.585 3.692
18 C 5.787 2.869 4.837
19 C 6.559 3.051 5.983
20 C 7.614 3.963 5.969
21 S 4.363 1.764 4.758
22 O 4.847 0.401 4.695
23 O 3.430 2.171 5.783
24 C 3.755 2.250 3.148
25 C 2.459 2.070 2.733
26 C 2.072 2.595 1.424
27 C 2.910 2.318 0.325
28 C 2.670 2.934 -0.911
29 C 1.547 3.748 -1.088
30 C 0.637 3.895 -0.039
31 C 0.876 3.302 1.215
32 S 4.954 3.271 2.299
33 O 4.384 4.535 1.907
34 O 5.701 2.469 1.343
35 H 8.730 5.386 4.800
36 H 7.352 5.016 2.745
37 H 6.317 2.473 6.869
38 H 8.193 4.122 6.877
39 H 1.730 1.976 3.551
40 H 3.713 1.575 0.407
41 H 3.404 2.791 -1.708
42 H 1.356 4.235 -2.043
43 H -0.320 4.406 -0.188
44 H 0.187 3.418 2.054

Mulliken atomic charge list, values in e, 2 entries: number 1, C, carries -1.250; number 2, C, carries -0.135



| no. | DFT total energy (eV) | maximum force (eV/A) |
| --- | --- | --- |
| 1 | -51306.8904 | 0.47 |
| 2 | -68024.5618 | 2.30 |
| 3 | -29084.9281 | 1.30 |
| 4 | -55406.3625 | 3.51 |